[1]
Density functional theory data (ωB97M-V with the def2-TZVPD basis set) for a cluster of 3 separate species, C4H11NO in total.

The geometry in XYZ format:
```
17
Properties=species:S:1:pos:R:3:forces:R:3
C -0.032 0.743 -0.289 -1.9 -2.4 1.6
C -1.373 -0.714 0.377 0.4 1.4 0.3
C 1.138 0.804 0.652 -0.2 0.0 0.1
C -0.740 -1.785 1.202 0.2 -0.1 0.1
N 0.946 1.524 -2.200 0.3 0.1 -0.6
O 0.002 0.004 -1.341 0.9 1.3 -1.0
H -0.688 1.623 -0.265 0.0 -0.2 -0.1
H 0.316 1.554 -3.001 0.1 -0.1 -0.1
H 1.779 1.019 -2.508 -0.1 -0.1 -0.1
H -1.943 0.038 0.920 -0.1 -0.2 0.2
H -1.927 -1.073 -0.483 0.2 0.2 -0.2
H 1.716 1.706 0.443 0.0 0.0 0.0
H 0.791 0.858 1.687 0.0 0.0 0.0
H 1.775 -0.073 0.532 0.0 0.0 0.0
H -0.134 -1.375 2.013 0.0 0.0 -0.1
H -1.506 -2.416 1.673 0.1 0.1 -0.1
H -0.118 -2.439 0.587 0.0 0.0 0.1
```
Forces are in eV/Å.

Properties
LUMO (spin up / spin down) in eV: 0.18 / 0.62
Frontier orbital gap (spin up / spin down) in eV: 8.638 / 8.582
Calculated total energy in Eh: -288.80196
Charge: 0

Atom charges from the Mulliken analysis, given in e for atoms 1 to 8: C 0.576; C -0.582; C -1.384; C -0.887; N -0.655; O -0.474; H 0.370; H 0.244

***

[2]
Density functional theory data (ωB97M-V with the def2-TZVPD basis set) for a cluster of 2 separate species, C4H11NO in total.

The geometry in XYZ format:
```
17
Properties=species:S:1:pos:R:3:forces:R:3
C 1.905 -0.762 -1.992 -3.8 -2.0 3.9
C 0.667 0.098 -1.302 2.3 3.2 -1.7
N 0.978 1.540 -1.513 -2.7 -0.6 0.0
O -0.270 -0.177 -0.614 0.3 -1.0 -0.4
H 2.652 -0.597 -1.234 1.2 0.9 -0.8
H 1.956 -0.648 -3.056 0.6 0.4 -0.2
H 1.688 -1.844 -1.667 -0.1 1.3 -1.2
H 0.110 2.205 -1.566 2.3 -1.9 0.3
H 1.686 1.777 -2.192 -0.1 -0.2 -0.1
C -0.963 -0.116 2.906 0.9 0.1 0.3
C -2.209 -0.584 2.122 4.3 1.1 -3.2
H -1.297 0.782 3.480 1.0 -0.2 -0.7
H -0.463 -0.779 3.654 -1.0 0.0 -0.3
H -0.081 0.022 2.164 -1.7 0.5 1.2
H -3.145 -0.475 2.492 -2.7 1.3 1.5
H -2.181 -1.615 1.908 0.5 -1.4 -0.6
H -2.012 -0.015 1.108 -1.3 -1.3 1.8
```
Forces are in eV/Å.

Properties
SMILES string: CC(N)=O.CC
LUMO in eV: 0.78
Frontier orbital gap in eV: 10.765
Calculated total energy in Eh: -288.94475
Charge: 0

Atom charges from the Mulliken analysis, given in e for atoms 1 to 8: C -1.058; C 0.560; N -0.492; O -0.511; H 0.350; H 0.365; H 0.293; H 0.249

***

[3]
Density functional theory data (ωB97M-V with the def2-TZVPD basis set) for a cluster of 2 separate species, C4H11NO in total.

The geometry in XYZ format:
```
17
Properties=species:S:1:pos:R:3:forces:R:3
C 3.026 -0.086 -0.134 1.2 -0.2 0.5
C 2.205 -0.599 1.049 -0.9 0.0 0.3
C 0.724 -0.133 1.033 1.2 -1.5 0.7
C -0.148 -1.055 1.502 1.1 1.8 -0.9
N -1.470 -1.162 1.199 -0.8 -0.2 0.4
H 2.479 0.476 -0.883 -0.2 0.1 0.0
H 3.557 -0.901 -0.629 -0.3 -0.1 -0.2
H 3.864 0.510 0.244 -0.3 0.4 -0.2
H 2.183 -1.690 1.015 0.0 0.1 -0.1
H 2.691 -0.391 2.004 0.2 0.4 0.0
H 0.553 0.835 0.590 -0.6 -0.1 -0.3
H 0.298 -1.790 2.159 -0.4 -0.6 -0.3
H -2.012 -1.799 1.753 -0.3 0.2 0.0
H -1.951 -0.414 0.720 0.1 -0.2 0.2
O -3.667 2.465 -3.701 0.2 0.2 0.1
H -3.518 1.599 -3.305 0.1 0.2 0.0
H -3.062 3.083 -3.261 -0.3 -0.4 -0.1
```
Forces are in eV/Å.

Properties
SMILES string: CC/C=C/N.O
LUMO in eV: 0.54
Frontier orbital gap in eV: 8.137
Calculated total energy in Eh: -288.95027
Charge: 0

Atom charges from the Mulliken analysis, given in e for atoms 1 to 8: C -1.063; C -0.401; C -0.477; C -0.149; N -0.423; H 0.349; H 0.274; H 0.268

***

[4]
Density functional theory data (ωB97M-V with the def2-TZVPD basis set) for a cluster of 2 separate species, C4H11NO in total.

The geometry in XYZ format:
```
17
Properties=species:S:1:pos:R:3:forces:R:3
C 1.147 -0.139 1.407 -0.4 0.2 0.8
C 1.751 0.925 0.535 0.1 -0.5 -0.2
N 3.120 0.866 0.387 -0.9 0.1 0.2
O 1.096 1.792 -0.008 0.2 -0.1 0.1
H 0.128 0.140 1.661 0.0 0.2 -0.1
H 1.713 -0.167 2.341 0.0 -0.3 0.0
H 1.085 -1.135 0.975 0.4 0.0 -0.3
H 3.386 1.426 -0.386 0.8 0.4 -0.5
H 3.703 0.096 0.665 -0.3 -0.1 0.0
C -2.413 0.176 -0.681 -0.6 -0.2 0.8
C -1.812 -1.088 -1.289 -0.5 -0.2 0.4
H -1.869 0.456 0.220 0.4 0.5 -0.4
H -2.604 1.001 -1.359 0.6 0.2 0.0
H -3.399 -0.024 -0.234 0.0 -0.3 -0.5
H -2.266 -1.315 -2.251 0.0 -0.2 0.0
H -0.730 -1.125 -1.406 0.1 0.5 -0.1
H -2.037 -1.886 -0.577 0.0 -0.3 -0.3
```
Forces are in eV/Å.

Properties
SMILES string: CC(N)=O.CC
LUMO in eV: 0.85
Frontier orbital gap in eV: 10.784
Calculated total energy in Eh: -289.00575
Charge: 0

Atom charges from the Mulliken analysis, given in e for atoms 1 to 8: C -1.028; C 0.683; N -0.428; O -0.585; H 0.215; H 0.384; H 0.303; H 0.242

***

[5]
Density functional theory data (ωB97M-V with the def2-TZVPD basis set) for an isolated molecule of C4H11NO.

The geometry in XYZ format:
```
17
Properties=species:S:1:pos:R:3:forces:R:3
C -1.320 -1.238 0.903 3.3 2.1 0.8
C -0.729 -0.454 -0.379 -1.0 -1.7 2.3
O 0.060 -1.270 -1.238 -1.6 1.1 -1.3
C 0.028 0.704 0.199 3.5 0.9 -2.9
C 1.582 0.292 0.016 -0.2 0.6 -0.2
N -0.289 1.935 -0.600 -1.5 -4.4 -0.9
H -0.457 -1.593 1.662 -1.6 1.0 -1.8
H -1.752 -2.104 0.579 -1.7 -2.2 -0.6
H -1.964 -0.545 1.483 0.1 -0.7 -0.5
H -1.522 -0.102 -1.042 -0.2 0.0 0.4
H 0.558 -1.927 -0.808 0.8 -1.1 1.2
H 0.036 0.908 1.251 -1.3 0.1 0.5
H 1.911 0.557 -0.993 -0.2 -0.3 0.0
H 1.901 -0.772 0.188 -0.5 1.1 0.3
H 2.116 0.978 0.655 0.5 0.0 0.5
H -0.137 1.864 -1.608 0.1 -0.2 0.7
H -0.022 2.768 -0.268 1.4 3.5 1.6
```
Forces are in eV/Å.

Properties
SMILES string: C[C@H](O)[C@@H](C)N
LUMO in eV: 1.00
Frontier orbital gap in eV: 9.867
Calculated total energy in Eh: -288.94176
Charge: 0

Atom charges from the Mulliken analysis, given in e for atoms 1 to 8: C -1.343; C -0.057; O -0.557; C 0.369; C -1.142; N -0.668; H 0.240; H 0.464

***

[6]
Density functional theory data (ωB97M-V with the def2-TZVPD basis set) for a cluster of 2 separate species, C4H11NO in total.

The geometry in XYZ format:
```
17
Properties=species:S:1:pos:R:3:forces:R:3
C -1.902 2.311 0.337 -0.3 0.3 0.1
C -1.111 3.156 -0.597 0.3 0.0 0.1
N -1.332 1.743 -0.870 0.3 -0.5 -0.2
H -1.503 2.089 1.333 0.0 0.0 -0.4
H -2.980 2.416 0.285 0.1 -0.1 0.2
H -0.129 3.475 -0.256 -0.1 0.0 -0.1
H -1.597 3.838 -1.294 0.0 -0.1 0.2
H -0.512 1.146 -0.736 -0.3 0.4 0.0
C 1.662 -2.564 0.894 0.3 -0.2 -0.1
C 0.997 -2.374 -0.464 0.6 -0.6 0.0
O 0.662 -1.017 -0.705 -0.1 0.0 0.0
H 2.027 -3.598 1.008 -0.3 0.3 0.0
H 0.965 -2.338 1.704 -0.1 -0.1 0.1
H 2.528 -1.905 1.010 -0.1 0.0 -0.1
H 1.699 -2.690 -1.258 -0.3 0.3 0.3
H 0.125 -3.047 -0.530 0.0 0.4 -0.1
H 0.399 -0.640 0.140 -0.1 0.0 0.0
```
Forces are in eV/Å.

Properties
SMILES string: C1CN1.CCO
LUMO in eV: 0.83
Frontier orbital gap in eV: 10.189
Calculated total energy in Eh: -288.93137
Charge: 0

Atom charges from the Mulliken analysis, given in e for atoms 1 to 8: C -0.194; C -0.344; N -0.526; H 0.228; H 0.194; H 0.214; H 0.186; H 0.269

***

[7]
Density functional theory data (ωB97M-V with the def2-TZVPD basis set) for an isolated molecule of C4H11NO.

The geometry in XYZ format:
```
17
Properties=species:S:1:pos:R:3:forces:R:3
C -1.220 1.568 -0.075 0.1 0.1 0.1
C -0.408 0.425 0.514 2.0 1.2 1.7
O 0.440 1.054 1.581 -0.7 -0.3 -0.5
C 0.538 -0.280 -0.472 -1.8 -0.8 0.2
C 1.397 -1.351 0.194 0.1 0.2 0.1
N -0.362 -0.915 -1.451 0.8 -0.1 -0.9
H -1.603 2.192 0.742 0.0 -0.2 -0.2
H -0.598 2.220 -0.698 0.0 -0.2 0.0
H -2.063 1.204 -0.668 0.1 0.1 0.1
H -1.062 -0.278 1.041 0.0 -0.2 -0.4
H 0.744 0.391 2.221 -0.3 0.1 -0.5
H 1.188 0.448 -0.968 -0.2 0.0 0.0
H 0.786 -2.085 0.731 -0.1 0.1 -0.1
H 2.065 -0.882 0.925 0.0 -0.2 -0.2
H 1.994 -1.891 -0.548 -0.1 0.2 0.1
H -0.835 -0.233 -2.039 0.0 -0.4 0.4
H -1.000 -1.587 -1.030 0.1 0.4 -0.1
```
Forces are in eV/Å.

Properties
SMILES string: C[C@H](O)[C@@H](C)N
LUMO in eV: 0.97
Frontier orbital gap in eV: 9.912
Calculated total energy in Eh: -288.98743
Charge: 0

Atom charges from the Mulliken analysis, given in e for atoms 1 to 8: C -1.483; C 0.331; O -0.596; C 0.421; C -1.549; N -0.669; H 0.370; H 0.322

***

[8]
Density functional theory data (ωB97M-V with the def2-TZVPD basis set) for an isolated molecule of C4H11NO.

The geometry in XYZ format:
```
17
Properties=species:S:1:pos:R:3:forces:R:3
C 0.777 -1.525 -0.333 0.3 0.5 -1.0
C -0.168 -0.678 0.515 -0.3 -1.1 0.2
C -1.591 -0.693 -0.080 0.6 0.4 1.3
N 0.334 0.669 0.827 -0.6 -1.0 -0.4
C 0.570 1.483 -0.327 0.1 2.1 0.4
O 0.551 2.865 0.058 1.2 0.4 -0.8
H 1.040 -1.075 -1.298 -0.1 0.4 0.1
H 1.741 -1.700 0.154 -0.3 -0.3 0.1
H 0.277 -2.435 -0.645 0.1 -0.5 0.4
H -0.244 -1.294 1.422 0.0 0.8 0.4
H -2.282 -0.170 0.593 0.3 0.7 -0.5
H -1.517 -0.275 -1.080 -0.8 -0.3 -0.2
H -2.001 -1.692 0.029 0.3 -0.4 -0.9
H 1.200 0.567 1.331 0.2 0.1 0.2
H 1.582 1.439 -0.751 -0.2 -0.5 -0.1
H -0.177 1.395 -1.120 0.0 -0.7 0.2
H -0.092 3.120 0.706 -0.8 -0.6 0.5
```
Forces are in eV/Å.

Properties
SMILES string: CC(C)NCO
LUMO in eV: 1.03
Frontier orbital gap in eV: 10.308
Calculated total energy in Eh: -288.97018
Charge: 0

Atom charges from the Mulliken analysis, given in e for atoms 1 to 8: C -1.365; C 0.387; C -1.407; N -0.314; C -0.220; O -0.548; H 0.336; H 0.352

***

[9]
Density functional theory data (ωB97M-V with the def2-TZVPD basis set) for an isolated molecule of C4H11NO.

The geometry in XYZ format:
```
17
Properties=species:S:1:pos:R:3:forces:R:3
C -1.095 -1.331 2.270 2.5 -1.4 -2.1
C -0.647 -0.110 1.421 -1.6 2.4 0.1
O 0.696 0.140 0.928 0.8 0.0 1.3
C 1.063 0.197 -0.434 -4.5 -2.8 -1.2
N -0.065 0.710 -1.269 1.4 1.1 -0.1
C 0.192 0.544 -2.665 0.1 0.6 -0.8
H -0.370 -1.664 3.015 -0.2 0.7 0.4
H -2.104 -1.267 2.646 -0.1 0.4 0.1
H -1.014 -2.178 1.572 -0.6 -0.1 0.2
H -0.910 0.761 2.078 0.7 -0.3 -0.6
H -1.368 0.026 0.585 0.4 -0.6 0.5
H 1.999 0.634 -0.762 0.2 0.9 1.1
H 1.127 -0.853 -0.807 0.5 0.1 0.4
H -1.018 0.861 -0.986 0.5 -0.3 0.3
H -0.392 1.207 -3.301 -0.4 0.4 0.3
H 1.241 0.941 -2.887 -1.0 -1.4 0.1
H -0.134 -0.456 -3.052 1.2 0.3 0.1
```
Forces are in eV/Å.

Properties
SMILES string: CCOCNC
LUMO in eV: 1.05
Frontier orbital gap in eV: 9.214
Calculated total energy in Eh: -288.90361
Charge: 0

Atom charges from the Mulliken analysis, given in e for atoms 1 to 8: C -1.143; C -0.076; O -0.368; C -0.276; N -0.243; C -0.939; H 0.307; H 0.325

***

[10]
Density functional theory data (ωB97M-V with the def2-TZVPD basis set) for a cluster of 2 separate species, C4H11NO in total.

The geometry in XYZ format:
```
17
Properties=species:S:1:pos:R:3:forces:R:3
C -1.426 0.327 -0.495 -0.2 1.0 1.7
C -0.072 0.038 -0.992 2.0 0.7 1.5
C 0.358 -1.419 -0.945 -0.2 0.0 -0.1
O 1.766 -1.587 -0.787 0.0 0.1 -0.1
H -2.130 -0.501 -0.545 0.0 0.0 0.3
H -1.878 1.216 -0.933 0.0 -0.1 -0.2
H -1.274 0.675 0.650 -0.7 -0.9 -1.7
H 0.163 0.518 -1.944 0.1 0.0 0.0
H 0.661 0.601 -0.101 -1.3 -1.0 -2.7
H 0.011 -1.954 -1.840 0.0 -0.1 0.1
H -0.080 -1.909 -0.071 0.0 0.0 -0.1
H 2.210 -1.141 -1.516 -0.1 0.0 0.1
C -0.075 1.175 1.957 2.3 0.4 0.7
N 1.029 1.072 1.264 -0.8 0.5 1.5
H -0.338 0.486 2.762 -0.2 -0.3 -0.3
H -0.489 2.174 2.067 -0.5 -0.1 -0.6
H 1.564 0.227 1.470 -0.3 -0.2 -0.1
```
Forces are in eV/Å.

Properties
SMILES string: CCCO.C=N
LUMO in eV: 0.96
Frontier orbital gap in eV: 10.230
Calculated total energy in Eh: -288.89714
Charge: 0

Atom charges from the Mulliken analysis, given in e for atoms 1 to 8: C -0.838; C -0.191; C -0.670; O -0.529; H 0.322; H 0.304; H 0.013; H 0.338

***

For reference, max |F| by record: 3.45 5.79 2.27 1.04 4.72 0.85 2.91 2.11 5.43 3.17 eV Å⁻¹.